9
Properties=species:S:1:pos:R:3:lowdin_charge:R:1 method="wB97M-V/def2-TZVPD" e_lumo_ev=0.896 total_energy_ha=-263.3476 homo_lumo_gap_ev=10.939 multiplicity=1 smiles="[H]/N=C/NC=O" relative_energy_ev=0.425
H -1.75 1.28 1.68 0.04
N -0.92 0.76 1.48 0.08
C -0.69 0.45 0.27 -0.29
N 0.48 -0.27 0.15 0.05
C 1.01 -0.75 -1.03 -0.34
O 2.02 -1.38 -1.19 0.04
H -1.25 0.66 -0.65 0.13
H 0.76 -0.29 1.15 0.15
H 0.34 -0.47 -1.87 0.13

***

46
Properties=species:S:1:pos:R:3:lowdin_charge:R:1 method="wB97M-V/def2-TZVPD" e_lumo_ev=-4.084 total_energy_ha=-1589.4539 charge=+1 homo_lumo_gap_ev=7.434 multiplicity=1
C 5.16 -0.06 -0.54 -0.11
C 3.77 -0.51 -0.08 -0.29
C 2.82 -0.77 -1.26 -0.20
C 1.79 -1.88 -1.08 -0.20
N 0.56 -1.55 -0.33 -0.06
C -0.10 -0.27 -0.60 -0.30
C -0.33 -0.27 -2.07 0.04
N -1.52 -0.65 -2.36 0.06
C -2.39 -0.80 -1.18 -0.69
I -4.32 -0.09 -1.76 1.00
C -1.55 -0.14 -0.01 -0.39
C -1.76 -0.92 1.30 -0.65
I -3.72 -1.66 1.60 1.06
C -0.97 -1.16 2.34 -0.78
C -1.39 -1.91 3.58 -0.25
I 1.04 -0.59 2.51 1.11
C -1.98 1.36 0.17 -0.36
C -1.78 2.24 -1.08 -0.08
C -1.33 2.07 1.36 -0.24
C -1.84 3.50 1.55 -0.08
H 5.61 -0.81 -1.20 0.08
H 5.83 0.11 0.30 0.08
H 5.09 0.87 -1.11 0.08
H 3.86 -1.42 0.53 0.10
H 3.36 0.28 0.56 0.07
H 3.43 -1.08 -2.12 0.12
H 2.35 0.17 -1.56 0.10
H 1.55 -2.29 -2.07 0.11
H 2.26 -2.70 -0.52 0.12
H -0.10 -2.32 -0.41 0.13
H 0.55 0.54 -0.27 0.12
H 0.43 -0.11 -2.82 0.17
H -1.86 -0.79 -3.31 0.16
H -2.50 -1.87 -1.00 0.06
H -0.56 -2.02 4.28 0.03
H -2.21 -1.38 4.08 0.06
H -1.75 -2.91 3.32 0.06
H -3.05 1.31 0.40 0.09
H -2.00 1.76 -2.03 0.04
H -2.45 3.10 -1.03 0.09
H -0.76 2.64 -1.11 0.10
H -1.53 1.50 2.27 0.10
H -0.24 2.09 1.22 0.09
H -2.91 3.59 1.31 0.08
H -1.31 4.22 0.91 0.08
H -1.71 3.82 2.58 0.08

***

36
Properties=species:S:1:pos:R:3:lowdin_charge:R:1 method="wB97M-V/def2-TZVPD" e_lumo_ev=0.792 total_energy_ha=-1444.1360 homo_lumo_gap_ev=9.848 multiplicity=1 relative_energy_ev=1.012
Cl 1.02 -2.42 5.61 0.68
O -0.57 -1.05 -0.87 -0.16
O 1.90 0.38 -0.72 -0.14
O -0.22 1.62 0.12 -0.13
C 1.90 -1.94 3.06 -0.10
C -0.31 -1.16 3.63 -0.10
C 1.83 -1.24 1.89 -0.10
C -0.35 -0.43 2.49 -0.08
C 0.86 -1.88 3.99 -0.67
C 0.74 -0.51 1.64 -0.22
C -2.54 -1.48 -2.12 -0.07
C 3.14 0.43 -2.74 -0.08
C -1.98 3.28 0.04 -0.08
C -1.96 -0.86 -0.82 -0.31
C 1.92 -0.07 -2.02 -0.37
C -1.03 2.40 -0.69 -0.36
Si 0.43 0.09 -0.04 0.41
H 2.78 -2.64 3.20 0.13
H -1.17 -1.30 4.25 0.10
H 2.70 -1.25 1.27 0.11
H -1.20 0.20 2.26 0.11
H -3.65 -1.38 -2.31 0.08
H -2.09 -1.01 -3.03 0.08
H -2.33 -2.53 -2.23 0.06
H 3.98 0.43 -2.08 0.07
H 3.47 -0.32 -3.49 0.08
H 2.98 1.46 -3.14 0.09
H -2.63 2.67 0.66 0.08
H -1.35 3.92 0.65 0.08
H -2.65 3.95 -0.55 0.09
H -2.15 0.20 -0.67 0.07
H -2.38 -1.39 0.06 0.12
H 0.95 0.18 -2.59 0.13
H 1.93 -1.19 -1.95 0.13
H -1.61 1.78 -1.43 0.11
H -0.39 3.04 -1.32 0.12

***

11
Properties=species:S:1:pos:R:3:lowdin_charge:R:1 method="wB97M-V/def2-TZVPD" e_lumo_ev="-0.981 / -0.983" total_energy_ha=-285.2945 homo_lumo_gap_ev="7.962 / 7.961" multiplicity=1 relative_energy_ev=3.267
C 1.02 1.03 -1.00 -0.01
C 0.30 0.31 0.13 -0.45
C -0.68 -0.65 -0.15 -0.06
C -1.15 -1.16 1.07 -0.28
N -0.78 -0.83 2.23 0.28
O 0.57 0.53 1.35 0.02
H 2.08 0.75 -1.03 0.09
H 0.58 0.78 -1.97 0.08
H 0.97 2.12 -0.87 0.09
H -1.02 -0.96 -1.13 0.09
H -1.90 -1.91 1.36 0.15

***

116
Properties=species:S:1:pos:R:3:lowdin_charge:R:1 method="wB97M-V/def2-TZVPD" e_lumo_ev="3.814 / 3.814" total_energy_ha=-6881.0877 charge=-2 homo_lumo_gap_ev="5.451 / 5.566" multiplicity=2 relative_energy_ev=0.000
Ti -0.16 0.04 1.03 1.06
O 3.39 1.68 4.29 0.07
C 2.89 1.35 3.07 -0.46
O 3.41 0.46 2.43 0.04
C 1.73 2.19 2.63 -0.25
C 1.55 3.38 3.26 -0.04
C 0.66 4.35 2.67 -0.10
C -0.11 3.99 1.63 -0.03
C -0.18 2.55 1.22 -0.47
N 1.06 1.75 1.55 0.03
C -0.22 2.38 -0.31 -0.63
O 0.25 3.17 -1.11 0.04
O -0.69 1.19 -0.60 -0.20
H 3.98 0.94 4.50 0.12
H 2.16 3.65 4.11 0.09
H 0.67 5.37 3.02 0.09
H -0.72 4.70 1.09 0.10
O 1.47 -0.49 4.69 -0.28
S 1.09 -1.56 3.80 0.49
O 0.10 -2.49 4.30 -0.29
O 0.75 -1.06 2.45 -0.45
C 2.55 -2.55 3.51 -0.25
C 2.93 -3.25 4.66 -0.07
C 3.99 -4.13 4.65 -0.09
C 4.68 -4.34 3.47 -0.09
C 4.31 -3.65 2.33 -0.08
C 3.25 -2.73 2.32 -0.30
P 2.83 -1.92 0.68 1.15
C 4.52 -1.97 -0.08 -0.36
C 5.36 -0.93 0.34 -0.09
C 6.66 -0.82 -0.14 -0.09
C 7.14 -1.73 -1.07 -0.11
C 6.31 -2.76 -1.50 -0.10
C 5.02 -2.88 -1.01 -0.10
C 2.01 -3.37 -0.10 -0.36
C 1.90 -3.43 -1.49 -0.13
C 1.18 -4.44 -2.11 -0.09
C 0.53 -5.40 -1.35 -0.10
C 0.59 -5.33 0.03 -0.09
C 1.32 -4.32 0.65 -0.08
H 2.36 -3.10 5.57 0.11
H 4.26 -4.66 5.56 0.09
H 5.51 -5.04 3.42 0.09
H 4.86 -3.82 1.42 0.09
H 4.98 -0.21 1.05 0.08
H 7.28 -0.01 0.21 0.10
H 8.15 -1.64 -1.46 0.09
H 6.67 -3.48 -2.23 0.09
H 4.41 -3.71 -1.34 0.09
H 2.34 -2.66 -2.11 0.07
H 1.13 -4.47 -3.19 0.09
H -0.05 -6.19 -1.83 0.09
H 0.05 -6.04 0.64 0.10
H 1.33 -4.28 1.73 0.11
O -1.71 -1.08 1.28 -0.31
N -1.31 -2.00 0.37 -0.11
O -0.24 -1.43 -0.24 -0.36
Te 1.60 0.40 -2.71 1.45
C -0.31 0.63 -3.55 -0.51
C -0.74 1.90 -3.91 -0.14
C -2.00 2.07 -4.48 -0.10
C -2.82 0.98 -4.71 -0.10
C -2.38 -0.29 -4.35 -0.10
C -1.15 -0.46 -3.75 -0.13
C 2.38 -0.66 -4.37 -0.53
C 1.84 -1.87 -4.80 -0.15
C 2.38 -2.54 -5.89 -0.10
C 3.48 -2.03 -6.55 -0.12
C 4.04 -0.83 -6.11 -0.11
C 3.49 -0.15 -5.04 -0.15
H -0.11 2.76 -3.72 0.09
H -2.34 3.07 -4.73 0.09
H -3.80 1.11 -5.15 0.09
H -3.02 -1.15 -4.51 0.09
H -0.84 -1.44 -3.39 0.09
H 0.99 -2.30 -4.28 0.07
H 1.94 -3.47 -6.21 0.10
H 3.91 -2.55 -7.39 0.09
H 4.91 -0.42 -6.62 0.09
H 3.92 0.78 -4.71 0.08
C -1.29 1.69 1.86 -0.25
Ge -3.09 1.93 1.22 1.03
C -3.32 3.73 0.42 -0.25
C -3.74 4.85 1.13 -0.11
C -3.82 6.10 0.53 -0.11
C -3.46 6.25 -0.80 -0.12
C -3.05 5.14 -1.53 -0.09
C -2.99 3.90 -0.92 -0.10
C -4.21 1.85 2.86 -0.24
C -3.90 2.68 3.94 -0.12
C -4.58 2.60 5.14 -0.10
C -5.60 1.66 5.30 -0.12
C -5.91 0.82 4.24 -0.10
C -5.22 0.91 3.04 -0.10
C -4.13 0.87 -0.08 -0.24
C -5.43 1.36 -0.26 -0.13
C -6.35 0.70 -1.07 -0.11
C -5.99 -0.47 -1.71 -0.12
C -4.70 -0.96 -1.55 -0.09
C -3.77 -0.28 -0.76 -0.07
H -1.26 1.78 2.95 0.07
H -4.02 4.76 2.18 0.08
H -4.15 6.96 1.11 0.09
H -3.51 7.23 -1.27 0.09
H -2.76 5.25 -2.57 0.09
H -2.66 3.05 -1.51 0.10
H -3.08 3.39 3.85 0.10
H -4.31 3.25 5.96 0.09
H -6.12 1.58 6.24 0.09
H -6.68 0.07 4.36 0.09
H -5.48 0.24 2.23 0.10
H -5.74 2.27 0.25 0.10
H -7.35 1.11 -1.19 0.09
H -6.70 -1.00 -2.33 0.09
H -4.40 -1.88 -2.04 0.10
H -2.77 -0.68 -0.68 0.07

***

74
Properties=species:S:1:pos:R:3:lowdin_charge:R:1 method="wB97M-V/def2-TZVPD" e_lumo_ev="0.274 / 0.096" total_energy_ha=-5216.4899 homo_lumo_gap_ev="6.612 / 8.202" multiplicity=4 relative_energy_ev=0.633
V 0.43 -0.08 -0.03 0.64
Br -2.46 1.06 0.67 0.81
C -2.38 -0.45 -0.49 -0.69
C -3.48 -1.17 -0.88 -0.09
C -3.27 -2.26 -1.74 -0.04
C -1.99 -2.52 -2.20 0.01
C -0.95 -1.74 -1.74 -0.16
N -1.13 -0.74 -0.84 -0.11
C 0.52 -1.86 -2.13 -0.59
O 0.82 -2.35 -3.21 0.04
O 1.30 -1.37 -1.25 -0.10
H -4.47 -0.93 -0.51 0.11
H -4.10 -2.88 -2.05 0.11
H -1.77 -3.32 -2.89 0.12
C 3.28 0.79 0.11 -0.07
N 2.17 0.52 1.03 -0.35
C 1.96 1.67 1.92 -0.08
C 2.45 -0.66 1.86 -0.16
C 1.17 -1.14 2.49 -0.26
C 1.12 -1.58 3.81 -0.06
C -0.06 -2.13 4.31 -0.10
C -1.16 -2.24 3.47 -0.10
C -1.10 -1.76 2.17 -0.13
C 0.06 -1.16 1.64 -0.17
H 4.20 1.05 0.65 0.10
H 3.02 1.62 -0.55 0.08
H 3.46 -0.09 -0.50 0.09
H 1.92 2.59 1.34 0.02
H 2.78 1.76 2.64 0.10
H 1.03 1.56 2.47 0.10
H 3.22 -0.43 2.62 0.13
H 2.83 -1.46 1.22 0.13
H 2.00 -1.52 4.44 0.10
H -0.11 -2.48 5.33 0.09
H -2.07 -2.69 3.84 0.09
H -1.98 -1.87 1.55 0.07
N 0.41 1.25 -2.16 0.15
C -0.04 1.02 -3.20 -0.23
N -0.60 0.76 -4.36 -0.07
C 0.08 -0.09 -5.35 -0.10
C -0.98 -0.83 -6.14 -0.17
O -1.93 0.06 -6.72 -0.12
C -2.61 0.79 -5.72 -0.19
C -1.64 1.64 -4.90 -0.11
H 0.70 -0.81 -4.83 0.11
H 0.69 0.53 -6.01 0.14
H -1.49 -1.54 -5.49 0.13
H -0.52 -1.37 -6.97 0.13
H -3.14 0.10 -5.05 0.13
H -3.33 1.43 -6.22 0.13
H -2.17 2.12 -4.08 0.12
H -1.19 2.40 -5.54 0.14
C 2.87 5.17 -0.31 -0.20
C 1.63 5.20 -1.20 -0.44
Sb 0.03 3.88 -0.51 1.38
C -1.29 4.43 -2.16 -0.45
C -1.59 5.92 -2.29 -0.19
C -0.77 5.34 0.92 -0.45
C -0.38 4.97 2.35 -0.22
H 3.63 5.86 -0.67 0.07
H 3.32 4.17 -0.29 0.05
H 2.63 5.46 0.72 0.06
H 1.88 4.88 -2.21 0.05
H 1.23 6.21 -1.25 0.04
H -2.22 3.87 -2.01 0.03
H -0.81 4.05 -3.07 0.03
H -2.05 6.31 -1.38 0.05
H -2.27 6.11 -3.12 0.07
H -0.67 6.48 -2.48 0.06
H -1.86 5.35 0.82 0.04
H -0.40 6.33 0.65 0.05
H -0.76 3.98 2.61 0.05
H -0.79 5.69 3.06 0.06
H 0.71 4.97 2.47 0.05

***

9
Properties=species:S:1:pos:R:3:lowdin_charge:R:1 method="wB97M-V/def2-TZVPD" e_lumo_ev=3.728 total_energy_ha=-701.8992 charge=-1 homo_lumo_gap_ev=6.045 multiplicity=1 relative_energy_ev=2.603
C 1.85 0.15 0.39 -0.54
C -0.83 0.34 0.23 -0.69
O 1.88 -0.22 -0.69 0.13
O 2.20 0.65 1.37 0.15
O -0.70 0.88 -1.14 -0.28
S -1.95 -1.16 0.17 0.40
H -1.49 1.16 0.77 0.01
H 0.05 0.48 -1.52 -0.02
H -1.01 -2.28 0.42 -0.16

***

99
Properties=species:S:1:pos:R:3:lowdin_charge:R:1 method="wB97M-V/def2-TZVPD" e_lumo_ev=-0.743 total_energy_ha=-4594.3674 homo_lumo_gap_ev=6.672 multiplicity=1 relative_energy_ev=0.895
Pd -0.55 1.29 -0.17 0.35
C -6.52 -5.11 -1.52 -0.42
S -5.06 -4.67 -2.49 0.81
C -4.65 -3.11 -1.69 -0.53
C -3.36 -2.56 -2.27 -0.27
C -2.80 -1.32 -1.57 -0.30
N -2.38 -1.55 -0.14 -0.40
P -2.30 -0.05 0.70 0.96
C -2.31 -0.52 2.46 -0.33
C -3.09 -1.60 2.89 -0.11
C -3.18 -1.91 4.23 -0.08
C -2.52 -1.13 5.17 -0.08
C -1.78 -0.03 4.76 -0.06
C -1.68 0.27 3.41 -0.10
C -4.00 0.61 0.63 -0.33
C -5.11 -0.18 0.38 -0.09
C -6.38 0.37 0.46 -0.07
C -6.54 1.72 0.78 -0.08
C -5.43 2.49 1.07 -0.07
C -4.16 1.94 1.00 -0.11
P -0.91 -2.56 -0.20 1.10
C -1.61 -4.24 0.02 -0.38
C -0.93 -5.26 -0.65 -0.11
C -1.35 -6.58 -0.58 -0.08
C -2.48 -6.90 0.15 -0.08
C -3.18 -5.90 0.82 -0.08
C -2.74 -4.58 0.76 -0.11
C -0.10 -2.25 1.40 -0.37
C 0.86 -1.23 1.41 -0.14
C 1.61 -0.96 2.54 -0.08
C 1.44 -1.73 3.68 -0.07
C 0.50 -2.76 3.68 -0.07
C -0.25 -3.02 2.55 -0.09
H -6.81 -6.12 -1.79 0.03
H -7.36 -4.44 -1.73 0.03
H -6.29 -5.08 -0.46 0.03
H -4.54 -3.29 -0.62 0.05
H -5.47 -2.39 -1.83 0.08
H -3.51 -2.29 -3.31 0.12
H -2.61 -3.36 -2.26 0.08
H -3.55 -0.53 -1.58 0.10
H -1.95 -0.97 -2.14 0.07
H -3.63 -2.18 2.16 0.08
H -3.78 -2.75 4.55 0.10
H -2.59 -1.37 6.22 0.10
H -1.28 0.59 5.48 0.11
H -1.10 1.13 3.10 -0.01
H -4.99 -1.23 0.16 0.08
H -7.25 -0.25 0.27 0.10
H -7.53 2.15 0.83 0.10
H -5.54 3.53 1.35 0.11
H -3.31 2.54 1.29 0.00
H -0.05 -5.01 -1.24 0.10
H -0.81 -7.35 -1.10 0.10
H -2.83 -7.92 0.20 0.10
H -4.06 -6.14 1.40 0.11
H -3.28 -3.81 1.29 0.07
H 0.99 -0.61 0.53 0.06
H 2.33 -0.15 2.52 0.11
H 2.02 -1.52 4.57 0.11
H 0.36 -3.36 4.57 0.11
H -0.98 -3.82 2.58 0.10
O -0.22 0.06 -1.95 -0.31
N 1.10 -0.10 -2.07 -0.22
C 1.56 -1.30 -2.46 -0.04
C 2.91 -1.51 -2.62 -0.05
C 3.79 -0.46 -2.38 -0.06
C 3.30 0.77 -1.98 -0.08
C 1.92 0.96 -1.81 -0.63
S 1.19 2.42 -1.29 0.68
H 0.79 -2.04 -2.62 0.11
H 3.26 -2.49 -2.90 0.11
H 4.86 -0.60 -2.49 0.11
H 3.95 1.60 -1.78 0.11
C -1.47 4.41 -2.13 -0.07
C -1.90 4.72 -0.71 -0.48
C -2.70 6.01 -0.63 -0.06
O -0.72 4.85 0.11 -0.33
P -0.62 4.32 1.63 -0.08
S -2.30 4.49 2.61 0.31
S 0.24 2.45 1.71 0.33
O 0.63 5.14 2.17 -0.33
C 0.86 6.57 2.18 -0.43
C -0.37 7.38 2.56 -0.07
C 1.47 7.00 0.86 -0.05
H -2.34 4.46 -2.79 0.09
H -1.02 3.42 -2.21 0.00
H -0.74 5.14 -2.47 0.09
H -2.50 3.90 -0.31 0.10
H -2.12 6.83 -1.06 0.09
H -2.95 6.24 0.40 0.04
H -3.62 5.91 -1.20 0.08
H 1.61 6.67 2.97 0.14
H -1.15 7.29 1.81 0.06
H -0.08 8.43 2.64 0.08
H -0.78 7.05 3.51 0.07
H 0.75 6.89 0.05 0.07
H 2.34 6.40 0.63 0.09
H 1.77 8.05 0.93 0.08